ORCA calculation (ωB97M-V/def2-TZVPD) on a 5-piece molecular cluster, C39H78N3O9P2S overall at a distorted geometry.

Each line ends with the Löwdin charge.
Geometry (Å):
C  0.98  -5.78  2.06  0.022
C  1.77  -4.57  1.65  -0.139
C  1.13  -3.08  1.82  -0.243
C  2.05  -2.12  2.78  -0.512
C  3.68  -2.35  2.64  -0.144
C  4.56  -0.95  2.66  -0.359
C  4.66  -0.24  4.14  -0.070
O  5.95  -1.36  2.31  -0.133
P  1.64  -2.69  4.60  0.408
S  -0.10  -2.11  5.22  0.167
N  1.80  -0.64  2.66  0.056
C  1.30  -0.22  1.30  -0.128
N  1.87  0.96  0.79  0.116
C  1.48  1.61  -0.51  -0.155
C  0.94  3.18  -0.34  -0.107
C  1.22  3.88  -1.84  -0.190
O  0.00  4.48  -2.42  -0.242
C  -0.91  3.47  -2.97  -0.112
N  0.17  -0.95  0.53  -0.039
C  -0.99  -0.81  1.48  -0.178
C  -2.45  -1.30  0.98  -0.169
C  -3.56  -0.06  1.04  -0.187
C  -4.03  0.19  2.62  -0.210
C  -5.55  0.88  2.67  -0.251
C  -6.75  -0.27  2.53  -0.151
C  0.69  -2.36  0.37  -0.426
C  -0.23  -3.34  -0.58  -0.076
C  -0.45  -2.82  -2.11  -0.202
O  0.43  -3.29  -3.04  -0.040
C  -1.62  -1.84  -2.69  -0.082
C  -1.92  -0.28  -2.29  -0.028
C  -3.14  0.66  -2.95  -0.050
C  -4.10  0.02  -4.11  -0.049
C  -3.84  -1.55  -4.53  -0.039
C  -2.64  -2.50  -3.85  0.017
P  2.39  -2.22  -0.59  1.012
O  2.28  -1.14  -1.94  -0.333
O  2.84  -3.76  -1.27  -0.303
H  -0.19  -5.67  2.17  0.087
H  1.54  -6.79  2.31  0.088
H  2.87  -4.74  1.25  0.101
H  0.10  -3.23  2.39  0.127
H  4.02  -2.93  1.68  0.084
H  4.07  -2.98  3.57  0.127
H  4.25  -0.19  1.79  0.129
H  4.88  0.93  4.06  0.098
H  3.63  -0.35  4.71  0.052
H  5.54  -0.71  4.75  0.102
H  6.14  -1.03  1.36  0.122
H  2.70  -2.18  5.49  0.004
H  1.73  -4.12  4.64  0.007
H  1.10  -0.28  3.34  0.071
H  2.62  1.45  1.36  0.159
H  2.50  1.72  -1.14  0.141
H  0.78  0.96  -1.19  0.115
H  1.64  3.78  0.41  0.125
H  -0.20  3.24  -0.07  0.116
H  2.12  4.63  -1.82  0.144
H  1.55  3.02  -2.60  0.111
H  -0.38  2.58  -3.52  0.083
H  -1.65  3.95  -3.75  0.120
H  -1.56  3.06  -2.07  0.077
H  -0.81  -1.25  2.56  0.088
H  -1.09  0.37  1.67  0.133
H  -2.85  -2.09  1.78  0.126
H  -2.51  -1.83  -0.06  0.081
H  -4.53  -0.50  0.50  0.120
H  -3.14  0.91  0.53  0.107
H  -4.14  -0.84  3.22  0.112
H  -3.26  0.84  3.22  0.096
H  -5.72  1.54  3.63  0.105
H  -5.61  1.52  1.67  0.107
H  -7.83  0.21  2.69  0.086
H  -6.77  -0.65  1.40  0.071
H  -6.56  -1.20  3.21  0.073
H  -1.26  -3.61  -0.03  0.133
H  0.31  -4.40  -0.69  0.139
H  -1.26  0.25  -1.48  0.057
H  -3.26  1.77  -2.54  0.081
H  -4.92  0.72  -4.57  0.093
H  -4.54  -1.99  -5.37  0.095
H  -2.49  -3.60  -4.22  0.102
H  3.08  -0.51  -1.99  0.093
H  3.75  -4.05  -0.89  0.092
C  1.27  0.68  -4.94  -0.077
C  1.79  -0.47  -5.79  -0.482
C  0.64  -1.27  -6.40  -0.053
O  2.59  -1.33  -4.98  -0.064
H  0.66  0.30  -4.10  0.059
H  2.10  1.23  -4.49  0.072
H  0.66  1.37  -5.53  0.081
H  2.43  -0.08  -6.58  0.141
H  0.01  -1.71  -5.62  0.068
H  1.03  -2.10  -7.00  0.088
H  0.02  -0.63  -7.04  0.069
H  2.02  -1.69  -4.27  0.048
C  1.32  3.04  3.61  -0.048
C  -0.18  2.80  3.53  -0.478
C  -0.93  3.60  4.58  -0.039
O  -0.45  1.41  3.70  -0.101
H  1.71  2.72  4.58  0.086
H  1.84  2.45  2.85  0.033
H  1.56  4.09  3.46  0.092
H  -0.54  3.08  2.53  0.127
H  -0.62  3.30  5.59  0.063
H  -2.01  3.41  4.52  0.084
H  -0.75  4.67  4.46  0.093
H  -0.13  1.15  4.58  0.081
C  0.32  3.27  9.95  -0.061
C  0.24  2.55  8.61  -0.501
C  1.06  1.28  8.61  -0.062
O  0.70  3.42  7.58  -0.079
H  1.35  3.56  10.17  0.084
H  -0.27  4.19  9.93  0.084
H  -0.05  2.64  10.76  0.085
H  -0.81  2.31  8.39  0.141
H  2.12  1.50  8.79  0.083
H  1.00  0.78  7.64  0.063
H  0.71  0.58  9.39  0.086
H  1.63  3.63  7.77  0.097
C  -0.16  -0.80  -10.12  -0.073
C  -1.33  -0.28  -10.94  -0.503
C  -0.86  0.61  -12.08  -0.067
O  -2.20  0.47  -10.09  -0.063
H  0.40  0.03  -9.67  0.079
H  -0.52  -1.43  -9.29  0.069
H  0.52  -1.39  -10.74  0.084
H  -1.90  -1.12  -11.34  0.141
H  -0.32  1.48  -11.69  0.081
H  -1.71  0.99  -12.65  0.082
H  -0.20  0.06  -12.75  0.081
H  -1.70  1.22  -9.73  0.090

As for the total charge: +1. The value obtained for the electronic energy is -93992.27888 eV. Its LUMO energy is -3.95 eV. As for the gap between HOMO and LUMO: 6.91 eV. The relative energy (zero: lowest compared OMol25 entry of this formula, charge and spin) comes out at 1841.3 kJ/mol.